Entry 1:
ORCA calculation (the ωB97M-V functional and the def2-TZVPD basis) on a molecular structure, C33H53MnN2OP2S.

Last column: Löwdin spin population.
Positions of all 93 atoms, in Å:
C: 2.79770 0.09970 1.43800  0.01
C: 2.54881 0.64732 -0.83327  0.02
C: 4.17203 0.01879 1.33021  0.00
C: 3.94608 0.73267 -0.95564  -0.01
C: 4.77041 0.43607 0.13381  0.01
H: 4.74211 -0.36622 2.17878  0.00
H: 4.34204 0.94216 -1.95395  0.00
H: 5.84477 0.49831 0.05573  0.00
N: 2.02592 0.64319 0.46155  0.01
P: 0.44746 0.36886 2.81699  -0.06
P: 0.09132 0.61815 -2.55676  0.09
C: 2.04355 -0.54978 2.59924  -0.01
H: 1.82567 -1.61399 2.38206  0.00
H: 2.68633 -0.55378 3.49229  0.00
C: 1.77098 0.31136 -1.98970  0.02
H: 2.43691 0.34255 -2.88447  0.01
C: -0.01060 -0.62387 -4.05539  0.00
C: -0.78813 2.37742 -2.99470  0.06
C: -0.76789 -0.86121 3.57828  -0.01
C: 1.00168 1.86611 3.86311  0.00
C: -1.18750 -1.55299 -3.69758  0.01
H: -2.14206 -1.01628 -3.57104  0.00
H: -1.30508 -2.29972 -4.50151  0.00
H: -0.95666 -2.10157 -2.76833  0.00
C: -0.21781 0.05948 -5.42307  0.00
H: -1.13774 0.65549 -5.49875  0.00
H: 0.64772 0.68595 -5.67824  0.00
H: -0.27271 -0.72415 -6.20213  0.00
C: 1.22659 -1.54054 -4.23594  0.00
H: 0.92988 -2.44584 -4.80687  0.00
H: 2.04761 -1.01627 -4.76281  0.00
H: 1.61250 -1.88822 -3.27298  0.00
C: -2.20779 2.07833 -3.51403  0.00
H: -2.82798 1.67283 -2.69745  0.00
H: -2.66393 3.02063 -3.85871  0.00
H: -2.25247 1.36101 -4.33924  0.00
C: -0.95181 3.30847 -1.78841  0.00
H: -1.67474 2.92820 -1.05731  0.00
H: -0.00018 3.49396 -1.27319  0.00
H: -1.33651 4.27401 -2.16036  0.00
C: 0.17846 3.04428 -3.97423  0.02
H: 0.25557 2.51322 -4.92961  0.00
H: -0.15429 4.07791 -4.18033  0.01
H: 1.18414 3.09910 -3.51966  0.00
C: -0.21903 2.45508 4.58671  0.00
H: 0.10073 3.36208 5.12492  0.00
H: -1.00618 2.75231 3.87843  0.00
H: -0.64622 1.76788 5.32979  0.00
C: 1.58020 2.93431 2.91066  0.01
H: 2.43712 2.55454 2.33863  0.00
H: 0.82119 3.30016 2.20282  0.01
H: 1.92777 3.78499 3.51534  0.00
C: 2.08733 1.46763 4.87546  0.00
H: 2.26081 2.32168 5.54831  0.00
H: 1.80271 0.60461 5.49375  0.00
H: 3.04433 1.25176 4.38170  0.00
C: -0.81337 -2.14467 2.72478  0.00
H: 0.14619 -2.67733 2.71362  0.00
H: -1.57366 -2.82801 3.14097  0.00
H: -1.08754 -1.92077 1.68335  0.00
C: -2.18027 -0.24487 3.58521  0.00
H: -2.56578 -0.10112 2.56360  0.00
H: -2.86546 -0.93251 4.10800  0.00
H: -2.22127 0.72405 4.10049  0.00
C: -0.29652 -1.18453 5.00381  -0.01
H: 0.71977 -1.60360 5.01055  0.00
H: -0.32064 -0.30843 5.66607  0.00
H: -0.96997 -1.94150 5.43697  0.00
Mn: 0.06141 0.84580 0.63396  2.84
C: -1.23880 1.95578 1.11875  -0.01
O: -1.96025 2.80864 1.52470  0.01
N: -0.17441 -0.74524 -0.27856  -0.13
C: 0.65842 -1.28195 -1.05066  0.09
C: 0.97326 -2.70724 -1.08498  0.00
C: -0.15060 -3.50693 -0.84983  0.00
C: 2.24941 -3.31922 -1.21968  0.01
C: -0.05582 -4.88566 -0.74837  0.00
H: -1.13268 -3.01224 -0.74986  0.00
C: 2.33921 -4.71057 -1.14397  0.00
H: 3.12916 -2.68680 -1.38145  0.00
C: 1.19782 -5.50901 -0.90637  0.00
H: -0.96727 -5.47259 -0.57071  0.00
H: 3.30574 -5.20211 -1.28108  0.00
H: 1.27622 -6.58655 -0.85957  0.00
C: -4.78543 1.56848 0.51780  0.00
S: -3.50768 0.51519 -0.17587  0.02
C: -4.59182 -0.76314 -0.84574  0.00
H: -4.31275 2.39605 1.04920  0.00
H: -5.39782 0.98686 1.21391  0.00
H: -5.40253 1.96241 -0.29614  0.00
H: -5.10183 -1.26943 -0.01765  0.00
H: -5.32251 -0.31282 -1.52721  0.00
H: -3.97104 -1.48258 -1.38900  0.00

The value obtained for the highest occupied orbital energy (spin up / spin down) is -16.0 / -16.0 eV. As for the gap between HOMO and LUMO (spin up / spin down): 4.19 / 4.35 eV. For the total energy, the calculation gives -100811.0026 eV. The multiplicity is 4. For the LUMO energy (spin up / spin down), the calculation gives -11.84 / -11.67 eV. The calculation puts the energy above the lowest of the compared OMol25 structures with the same formula, charge and spin at 458.37 kJ/mol. The total charge is +3. As for the expectation value of S²: 4.01.

***

Entry 2:
ORCA calculation (the ωB97M-V functional and the def2-TZVPD basis) on a molecular structure, C33H54AsN2OS2SiW.

Last column: Löwdin charge in e.
Positions of all 95 atoms, in Å:
W: 0.17835 1.41455 1.49324  0.83
S: -1.57876 0.00296 1.89366  0.76
C: -1.95251 -0.89389 0.42778  -0.52
N: -2.97383 -1.68282 0.36117  -0.03
C: -3.36191 -2.30481 -0.91651  -0.05
C: -2.14527 -2.62431 -1.73867  -0.05
N: -1.25848 -1.44886 -1.82041  -0.05
C: -0.48598 -1.24382 -3.06842  -0.08
C: -0.95440 -0.02410 -3.83464  -0.24
C: -0.02038 0.86321 -4.35540  -0.05
C: -0.43586 1.94368 -5.12266  -0.05
C: -1.78840 2.14788 -5.36227  -0.05
C: -2.72604 1.26456 -4.84078  -0.05
C: -2.30887 0.17973 -4.08308  -0.04
C: -1.12079 -0.66890 -0.78655  -0.52
S: 0.03597 0.61561 -0.79818  0.75
C: -3.84592 -2.03718 1.51673  -0.07
C: -3.61055 -3.47883 1.88389  -0.24
C: -2.39821 -3.85777 2.45665  -0.04
C: -2.17376 -5.18430 2.78431  -0.05
C: -3.15832 -6.13607 2.54215  -0.04
C: -4.36762 -5.76074 1.97642  -0.04
C: -4.59408 -4.43160 1.64365  -0.04
H: -4.03853 -1.61726 -1.43073  0.16
H: -3.89825 -3.22278 -0.68315  0.14
H: -2.44039 -2.90426 -2.74691  0.15
H: -1.57719 -3.45112 -1.30274  0.16
H: -0.61299 -2.15074 -3.65746  0.15
H: 0.57088 -1.15524 -2.80830  0.10
H: 1.03748 0.69263 -4.18777  0.11
H: 0.29858 2.60853 -5.55904  0.12
H: -2.11112 2.97546 -5.98023  0.12
H: -3.77789 1.40125 -5.05437  0.12
H: -3.04905 -0.52867 -3.72394  0.11
H: -4.87287 -1.87683 1.18520  0.15
H: -3.62675 -1.35556 2.33222  0.09
H: -1.63848 -3.11150 2.67142  0.10
H: -1.24039 -5.47823 3.24537  0.12
H: -2.98571 -7.17002 2.80805  0.12
H: -5.13983 -6.49793 1.80418  0.12
H: -5.55041 -4.13678 1.22533  0.12
C: -2.33321 3.47868 -1.28569  -0.17
As: -0.77085 4.22400 -0.47127  1.11
C: 0.65297 4.33698 -1.73947  -0.17
C: -1.14123 5.91911 0.31526  -0.16
O: -0.30076 3.22960 0.86727  -0.66
H: -2.79939 4.25065 -1.89882  0.07
H: -3.02809 3.17206 -0.50517  0.06
H: -2.05023 2.63581 -1.91570  0.02
H: 0.35470 5.02911 -2.52788  0.07
H: 0.82613 3.35181 -2.16975  0.02
H: 1.54881 4.70961 -1.24845  0.05
H: -1.51174 6.59298 -0.45740  0.07
H: -0.22687 6.32179 0.74698  0.06
H: -1.89749 5.79432 1.08804  0.06
C: 0.45634 2.36423 3.74712  -0.11
C: 1.37178 1.24570 3.27907  -0.64
C: 1.13865 -0.03830 4.07929  -0.09
C: 2.84227 1.64495 3.32466  -0.09
Si: 2.17192 0.17852 0.66150  0.81
C: 2.39762 -1.71008 0.69614  -0.64
C: 1.13052 -2.42984 1.16320  -0.10
C: 3.54819 -2.00457 1.69041  -0.06
C: 2.79421 -2.27032 -0.67899  -0.07
C: 3.48374 1.18550 -0.29852  -0.64
C: 3.19466 1.01761 -1.81026  -0.10
C: 4.92368 0.72428 -0.02136  -0.07
C: 3.38443 2.68123 0.03739  -0.10
H: -0.05036 2.12572 4.68113  0.12
H: -0.42764 2.56191 3.06819  0.05
H: 0.94556 3.33476 3.81542  0.11
H: 1.56029 0.09538 5.07966  0.11
H: 1.63327 -0.90145 3.64149  0.05
H: 0.08109 -0.27279 4.19786  0.06
H: 3.17645 1.73692 4.36189  0.11
H: 3.02853 2.59945 2.83485  0.07
H: 3.49199 0.88520 2.86805  0.07
H: 0.77782 -2.09138 2.13718  0.05
H: 1.34308 -3.49949 1.23857  0.11
H: 0.31322 -2.31928 0.44327  0.05
H: 3.33340 -1.68393 2.70940  0.07
H: 4.48946 -1.55505 1.38128  0.08
H: 3.70428 -3.08604 1.72215  0.11
H: 2.02237 -2.09186 -1.43336  0.06
H: 2.92314 -3.35199 -0.58924  0.11
H: 3.73295 -1.86578 -1.04832  0.08
H: 3.18752 -0.02301 -2.13039  0.07
H: 3.99020 1.52377 -2.36359  0.11
H: 2.25009 1.47821 -2.10560  0.02
H: 5.11468 -0.29564 -0.34735  0.08
H: 5.19279 0.80852 1.03295  0.09
H: 5.60301 1.37349 -0.57960  0.11
H: 2.34884 3.02957 0.09509  0.03
H: 3.89071 3.25439 -0.74374  0.11
H: 3.88099 2.91980 0.97592  0.08

The value obtained for the highest occupied orbital energy is -15.8 eV. As for the gap between HOMO and LUMO: 5.51 eV. For the total energy, the calculation gives -132313.5329 eV. For the LUMO energy, the calculation gives -10.25 eV. The total charge is +3.